A cluster of 9 separate species, C19H14Cl32O2 in total in a non-equilibrium geometry, computed with ωB97M-V/def2-TZVPD.

Properties
**Orbital gap**: 8.994 eV
**LUMO energy**: -0.0256 hartree
**Electronic energy**: -424738.038 eV
**Molecular weight**: 1408.82 g mol⁻¹
**SMILES**: CC1=C(CC(C)C)C(=O)C=CC1=O.ClC(Cl)(Cl)Cl.ClC(Cl)(Cl)Cl.ClC(Cl)(Cl)Cl.ClC(Cl)(Cl)Cl.ClC(Cl)(Cl)Cl.ClC(Cl)(Cl)Cl.ClC(Cl)(Cl)Cl.ClC(Cl)(Cl)Cl
**Strongest force on any atom**: 2.4 eV Å⁻¹

```
67
Properties=species:S:1:pos:R:3:forces:R:3
C 4.6393 -2.0520 1.7479 -0.04 0.07 -0.04
C 5.2638 -0.6656 1.8778 0.45 -0.42 -0.60
C 4.5884 0.4415 2.2011 0.12 0.18 -0.25
C 3.0972 0.4407 2.5246 1.18 0.61 0.15
C 2.1714 0.9475 1.3624 -1.65 -0.07 1.78
C 1.6276 2.3473 1.8192 0.40 -0.15 -0.36
C 0.8908 0.0091 1.3260 0.57 0.15 -0.40
C 5.4257 1.7134 2.2586 0.12 -1.09 -1.28
O 5.1964 2.5943 3.0235 -0.45 1.25 0.89
C 6.6040 1.8213 1.2833 -0.04 -0.30 0.70
C 7.2820 0.7243 0.9757 -0.29 -0.59 0.22
C 6.7788 -0.5608 1.6157 -1.34 0.93 -0.32
O 7.4854 -1.4599 1.9502 1.07 -0.91 0.00
H 3.9881 -2.2742 2.6112 0.37 -0.02 -0.30
H 5.4017 -2.8412 1.6439 -0.26 0.44 0.20
H 3.9890 -2.1067 0.8499 0.34 0.18 0.41
H 2.8501 -0.5674 2.8933 -0.08 0.44 -0.43
H 2.9673 1.1249 3.3896 0.00 -0.37 -0.41
H 2.6563 0.9881 0.3745 -0.04 -0.03 0.48
H 1.1519 2.2305 2.8138 0.27 0.02 -0.46
H 0.8437 2.7092 1.1304 0.50 0.00 0.21
H 2.4456 3.0880 1.9194 -0.46 -0.25 -0.12
H 0.9051 -0.7512 2.1265 0.12 0.29 -0.36
H -0.0276 0.6050 1.4897 0.38 -0.35 -0.42
H 0.8718 -0.5136 0.3532 -0.39 0.15 0.43
H 6.8728 2.7870 0.8541 0.12 -0.12 0.86
H 8.1462 0.7327 0.3009 -0.27 -0.23 0.45
Cl 3.9876 -0.9478 5.5421 -0.06 0.01 0.08
C 2.4750 -0.4117 6.2898 0.03 0.04 0.03
Cl 1.1040 -0.9316 5.2943 0.06 0.02 0.06
Cl 2.3311 -1.1209 7.9046 0.01 0.04 -0.11
Cl 2.4749 1.3531 6.4168 0.00 -0.12 -0.04
Cl 2.9132 2.3775 -2.3469 0.04 0.04 -0.03
C 4.4637 3.2225 -2.2126 -0.06 -0.05 -0.03
Cl 4.1784 4.9618 -2.0351 0.01 -0.11 -0.01
Cl 5.3325 2.6134 -0.7871 -0.68 0.29 -1.15
Cl 5.4269 2.9303 -3.6651 -0.17 -0.40 0.47
Cl -0.3852 2.9432 -1.4193 -0.07 0.03 -0.04
C -2.1200 2.6658 -1.2067 -0.04 -0.03 -0.04
Cl -2.4179 0.9263 -1.0658 0.04 0.36 -0.06
Cl -2.6705 3.4793 0.2660 0.05 -0.06 -0.08
Cl -2.9990 3.3096 -2.6017 0.07 -0.04 0.10
Cl -4.9291 -3.1390 -1.3879 0.53 0.32 0.98
C -3.1939 -3.1958 -1.0442 -0.09 -0.03 0.04
Cl -2.7660 -1.8749 0.0554 -0.02 -0.32 0.04
Cl -2.7925 -4.7454 -0.2906 -0.03 0.11 -0.06
Cl -2.2816 -3.0187 -2.5535 -0.01 0.03 0.09
Cl -9.2914 -1.5633 0.8200 0.07 -0.11 -0.06
C -9.0474 -3.1343 0.0455 -0.03 -0.06 0.05
Cl -8.0003 -2.9354 -1.3686 -0.32 0.02 -0.04
Cl -8.2818 -4.2437 1.1928 -0.03 0.07 -0.08
Cl -10.6064 -3.7992 -0.4691 0.34 -0.16 0.09
Cl -14.9482 -0.3752 0.6338 0.08 -0.08 0.01
C -13.5855 -1.5038 0.6889 0.02 0.03 -0.03
Cl -12.5100 -1.1993 -0.6830 -0.32 0.25 0.06
Cl -12.6960 -1.2796 2.2023 -0.07 -0.03 -0.09
Cl -14.1923 -3.1654 0.6033 0.04 0.09 0.00
Cl 8.0527 5.9862 -7.1691 -0.09 -0.08 0.01
C 6.5531 5.0682 -6.9661 -0.02 0.12 0.01
Cl 6.9046 3.3341 -7.0674 -0.02 0.07 0.02
Cl 5.8462 5.4303 -5.3865 0.14 0.39 -0.43
Cl 5.4108 5.5134 -8.2425 0.08 -0.05 0.08
Cl -5.6903 -6.0729 -6.1876 -0.06 0.06 0.07
C -6.3494 -4.9892 -4.9511 0.10 -0.03 -0.09
Cl -5.0247 -4.1977 -4.0839 -0.32 -0.40 -0.87
Cl -7.3647 -3.7609 -5.7227 0.05 -0.07 0.06
Cl -7.3234 -5.9244 -3.8058 0.06 0.06 -0.05
```
Positions in Å, forces in eV/Å.